No. 1
{"formula": "C15H76BNO34", "method": "ωB97M-V with the def2-TZVPD basis set", "species": ["C", "C", "C", "C", "N", "C", "C", "C", "C", "C", "C", "C", "H", "H", "H", "H", "H", "H", "H", "H", "H", "H", "H", "H", "H", "H", "H", "H", "H", "H", "H", "H", "H", "H", "H", "H", "O", "C", "O", "B", "O", "C", "O", "O", "C", "O", "C", "O", "O", "O", "H", "H", "O", "H", "H", "O", "H", "H", "O", "H", "H", "O", "H", "H", "O", "H", "H", "O", "H", "H", "O", "H", "H", "O", "H", "H", "O", "H", "H", "O", "H", "H", "O", "H", "H", "O", "H", "H", "O", "H", "H", "O", "H", "H", "O", "H", "H", "O", "H", "H", "O", "H", "H", "O", "H", "H", "O", "H", "H", "O", "H", "H", "O", "H", "H", "O", "H", "H", "O", "H", "H", "O", "H", "H", "O", "H", "H"], "xyz": [[1.7760, 2.9868, -0.9830], [1.0340, 2.2668, 0.1910], [0.9100, 0.7628, 0.0290], [-0.0590, 0.2668, 1.0460], [-0.5420, -1.1622, 0.9070], [-1.5680, -1.4872, 1.9880], [-0.7810, -1.9312, 3.2420], [0.5850, -2.4172, 2.6950], [0.4790, -2.1952, 1.2040], [-1.0820, -1.5372, -0.4460], [-2.4250, -0.7152, -0.8900], [-2.6160, -0.6802, -2.4280], [1.7390, 3.9688, -0.7300], [1.2730, 3.0198, -1.9860], [2.8760, 2.5788, -1.1180], [0.2000, 2.8278, 0.2600], [1.7680, 2.4248, 0.9710], [1.8400, 0.1938, 0.1630], [0.5490, 0.8038, -0.8890], [-0.9280, 1.1108, 1.1660], [0.4560, 0.3258, 1.9890], [-2.1540, -2.3372, 1.7110], [-2.2770, -0.7732, 2.2740], [-1.2570, -2.7802, 3.7340], [-0.5730, -1.1212, 4.1080], [1.0840, -3.4302, 3.0210], [1.2060, -1.6642, 2.9390], [0.2740, -3.2252, 0.7640], [1.3790, -1.9302, 0.9660], [-1.4590, -2.4952, -0.6730], [-0.4050, -1.4842, -1.2990], [-2.3670, 0.0768, -0.4280], [-3.2750, -1.2662, -0.5790], [-2.9310, -1.6142, -2.7160], [-1.9300, -0.0522, -3.0100], [-3.7340, -0.1182, -2.6020], [4.3470, -5.1632, 3.6590], [4.2130, -4.3302, 2.7870], [4.7220, -3.2342, 2.7650], [4.5280, -2.7742, 1.3090], [3.6690, -3.7692, 0.7500], [3.5140, -4.6432, 1.6070], [2.6270, -5.4372, 1.5780], [5.8570, -2.6482, 0.5850], [5.8370, -1.6292, -0.0810], [6.7540, -1.3122, -0.8270], [4.7220, -0.9142, 0.2400], [3.9570, -1.5062, 1.1250], [4.2970, 0.0908, -0.4190], [-3.2710, -4.3132, -0.0290], [-4.0300, -3.9072, 0.5040], [-2.9490, -5.1932, 0.3140], [5.9320, 3.0198, -1.9400], [5.6700, 3.3538, -1.0570], [5.1970, 2.4098, -2.2150], [2.8690, -3.0592, 5.3540], [3.5870, -3.2072, 5.8300], [2.7310, -2.1702, 5.5960], [1.8760, 1.3678, 4.1490], [2.1030, 2.1788, 4.6120], [2.5210, 1.5318, 3.6200], [-0.8180, 1.7778, 3.5770], [-0.6180, 2.6478, 3.1170], [0.0640, 1.6668, 4.0880], [4.8720, 3.1968, 0.7360], [4.3680, 3.9988, 1.0320], [4.5890, 2.5188, 1.2190], [-6.1350, -1.4922, -2.2550], [-5.3000, -2.0312, -2.1130], [-7.0060, -1.9142, -2.1380], [-4.3100, 1.0048, 2.1200], [-5.0770, 0.6778, 1.7600], [-4.5490, 1.8768, 2.3560], [1.8380, -0.1102, -2.9430], [2.5030, 0.4638, -2.8400], [2.2530, -0.8062, -2.7710], [-0.9640, 4.3168, 2.2220], [-0.6980, 4.6578, 1.4660], [-1.7870, 4.0988, 1.8060], [-4.8510, -3.5042, -2.0460], [-4.3120, -3.6682, -1.2600], [-4.3550, -3.7032, -2.9310], [4.2100, 1.1068, -2.6820], [4.3810, 0.6168, -1.9600], [5.0100, 0.7538, -3.2020], [0.6620, -4.5672, 6.0000], [1.4420, -5.1992, 6.1700], [1.1310, -3.8192, 5.6640], [-3.0040, 3.0968, 0.8540], [-3.3210, 3.1558, -0.0420], [-3.5060, 2.3778, 1.3610], [-1.5770, 2.3418, -4.7180], [-1.7590, 3.1898, -4.2280], [-2.4240, 1.9948, -4.7790], [1.0370, 3.9148, -4.6360], [0.9100, 4.4678, -5.4310], [0.4690, 3.1918, -4.6150], [-6.3830, 1.0528, -3.6340], [-6.9610, 1.0138, -4.3840], [-6.2200, 0.2028, -3.2420], [-4.8590, -3.2422, 1.3290], [-5.4550, -2.9482, 1.9760], [-5.4520, -3.9952, 0.8120], [-5.2950, -0.5572, 0.4780], [-5.8290, -0.6282, -0.3530], [-4.8930, -1.4272, 0.8330], [-4.0120, 3.2908, -1.9130], [-4.7150, 3.9258, -2.2640], [-4.0220, 2.8138, -2.6210], [3.5080, 5.5358, 1.1740], [2.8910, 5.9768, 0.5280], [3.0740, 5.3308, 2.0490], [2.4630, 7.0368, -0.9500], [1.6820, 6.5818, -1.2680], [1.9260, 7.7058, -0.5750], [0.8630, -3.7992, -2.9510], [0.5010, -4.1812, -2.1260], [1.6650, -3.0932, -2.5150], [0.7680, -5.5382, -0.5930], [1.1470, -5.5372, 0.2110], [0.4470, -6.4352, -0.3240], [-0.1500, -0.0042, -4.9290], [0.5440, -0.2612, -4.3780], [-0.6530, 0.8368, -4.7540], [0.6970, 5.6858, -2.5080], [-0.1430, 5.2868, -2.2360], [1.1490, 5.1418, -3.2360]], "forces_ev_per_a": [[1.4, -3.7, -1.5], [5.3, -0.9, -1.2], [0.6, 0.3, 3.0], [-1.8, 2.2, 0.5], [-1.7, -1.5, -0.4], [0.9, -1.0, 1.6], [1.0, 0.4, 2.0], [-1.3, -1.8, 0.1], [-3.2, -4.3, 1.3], [-2.5, 2.4, -2.8], [2.0, -8.2, -4.6], [-3.1, 4.6, 1.5], [0.7, 3.1, 0.9], [0.2, -0.8, 0.8], [-2.3, 1.1, 0.2], [-3.3, 1.1, 1.1], [-0.4, 0.6, 1.0], [0.0, 0.6, -0.7], [-1.6, -1.5, -4.5], [1.5, -2.8, -0.4], [-0.2, -0.3, 0.7], [0.0, -0.7, -0.9], [-0.6, 2.0, -0.4], [-0.4, 0.3, 0.0], [-0.8, -1.6, -2.3], [-1.4, 1.9, -0.7], [2.7, 2.2, 1.6], [-0.3, 1.7, -0.2], [5.1, 1.9, -2.5], [0.1, -2.0, 1.7], [1.0, 0.9, 0.7], [0.0, 8.7, 4.2], [-0.6, -0.4, 0.9], [0.4, -2.4, -1.4], [0.1, -1.0, 0.0], [2.8, -1.0, 0.6], [-0.2, 0.1, 0.6], [0.6, -7.0, 4.6], [2.6, 7.3, -2.2], [2.2, -0.6, 1.1], [1.1, 3.3, -4.3], [-3.9, -2.9, 0.7], [-1.3, -2.2, -0.3], [-1.0, -6.4, 4.2], [7.2, 1.6, -4.3], [-1.3, 0.6, 0.0], [-7.5, 7.6, -2.8], [-0.3, 1.5, 0.5], [1.4, -3.2, 3.2], [0.3, -1.0, 0.1], [3.4, -1.5, -0.5], [-0.9, 1.6, -0.4], [-0.7, -0.1, 0.1], [0.1, -0.5, -0.6], [0.9, 1.1, 0.6], [-4.4, 0.4, -3.3], [5.4, -2.1, 3.1], [-0.8, 2.0, 0.0], [-5.1, -0.5, 5.5], [-1.0, 0.4, 1.6], [6.6, 0.1, -6.9], [2.4, 1.2, 0.8], [-0.7, -1.1, 0.5], [-2.2, -0.1, -1.3], [1.3, 5.0, -2.4], [0.5, -0.5, -0.6], [-1.7, -4.5, 2.9], [-0.5, 2.1, 0.1], [-1.9, -0.5, -0.2], [1.3, -0.4, 0.0], [3.2, 0.7, 1.6], [-2.8, -1.7, -1.9], [-0.6, 1.4, 1.3], [-9.0, 5.2, -2.5], [3.9, 4.6, 0.2], [4.9, -10.0, 2.2], [-1.4, -1.8, 4.9], [3.7, 3.1, -5.3], [-2.2, -1.3, 0.5], [1.0, -0.7, -2.6], [1.1, -0.8, -0.7], [-1.0, 0.3, 2.9], [1.3, 1.3, -6.1], [0.6, -2.5, 5.1], [-1.8, 1.1, 0.3], [1.1, -2.4, 0.8], [-1.9, 1.3, -0.4], [0.6, 0.8, -0.4], [-0.3, -0.8, 1.7], [-0.5, -0.2, -0.6], [1.3, 1.0, -1.8], [1.6, 2.9, 1.2], [0.6, -1.1, -0.6], [-2.6, -1.5, -0.5], [1.9, 2.8, -0.2], [-0.2, -0.9, 0.5], [-1.6, -2.0, -0.5], [0.7, 1.7, 0.3], [-0.3, -0.5, -0.4], [-0.2, -1.2, 0.1], [-2.9, -2.8, -2.2], [-1.3, 0.8, 1.9], [1.4, 2.8, 2.0], [0.0, -1.4, 0.3], [0.8, -0.8, 0.8], [-1.4, 2.0, -1.8], [-1.8, 6.3, 5.0], [1.2, -0.6, 1.6], [0.5, -5.8, -6.5], [-0.8, -0.3, 1.2], [0.6, -0.3, 0.7], [0.3, 0.8, -1.7], [0.1, -0.6, 0.4], [0.0, -1.5, -1.4], [0.0, 2.2, 1.1], [3.3, 3.4, 2.4], [0.4, -0.1, -0.4], [-3.7, -3.4, -2.0], [-3.1, -2.2, -3.0], [3.7, 1.9, 4.9], [-0.6, 0.3, -1.8], [-3.2, 1.0, -2.4], [1.6, 0.3, 1.9], [1.8, -1.4, 0.4], [0.4, -0.3, -0.7], [0.5, -0.2, -0.6], [-1.3, 0.5, 1.4]], "energy_ev": -88562.2228, "homo_energy_ev": -9.17, "charge": 0, "spin_multiplicity": 1, "orbital_gap_ev": 8.02}

No. 2
{"formula": "C8H19NO3S", "method": "ωB97M-V with the def2-TZVPD basis set", "species": ["C", "C", "C", "C", "C", "C", "C", "C", "O", "S", "O", "O", "H", "H", "H", "H", "H", "H", "H", "H", "H", "H", "H", "H", "H", "H", "H", "H", "N", "H", "H", "H"], "xyz": [[-0.9039, 0.4877, -3.0010], [-1.7515, 0.0376, -1.8168], [-0.9171, -0.6392, -0.7409], [-0.1006, 0.2128, 0.0964], [1.3462, -0.1235, 0.5287], [1.8302, 0.7646, 1.6743], [1.6268, -1.5769, 0.8113], [2.1779, 0.3596, -0.6768], [-0.4342, 1.6701, -0.3901], [-1.2197, 1.1793, 0.9040], [-0.9650, 1.9355, 2.0490], [-2.5740, 1.1883, 0.6300], [-0.4774, -0.3394, -3.5198], [-0.2620, 1.2846, -2.7001], [-1.5840, 0.8888, -3.7880], [-2.4029, 0.8344, -1.5112], [-2.5873, -0.6328, -2.1275], [-1.6152, -1.2036, -0.0766], [-0.3666, -1.5557, -1.2626], [2.9593, 0.9073, 1.6514], [1.4775, 0.3885, 2.5860], [1.5218, 1.7573, 1.3956], [1.1396, -2.2888, 0.1678], [2.6654, -1.7799, 0.7906], [1.2619, -1.9130, 1.8217], [1.9003, 1.4691, -0.9187], [1.8700, -0.1759, -1.6591], [3.2321, 0.2266, -0.5043], [-1.5009, -0.9045, 2.1039], [-2.4867, -0.5982, 2.0487], [-1.6773, -1.7829, 2.7865], [-1.1826, -0.0779, 2.6477]], "forces_ev_per_a": [[-2.4, 0.3, -0.8], [-0.9, -0.7, -1.4], [-1.0, -4.8, -2.2], [0.4, 0.3, 0.2], [0.6, 1.3, -0.9], [1.6, 0.6, -1.8], [-1.7, -0.9, 1.5], [-2.0, 0.9, -2.7], [1.4, 0.0, 1.2], [1.9, 3.4, -1.9], [2.1, 0.9, 3.0], [-4.3, -1.5, -1.1], [1.1, -0.6, 0.0], [0.9, 0.2, 0.0], [0.3, 0.1, 0.5], [0.5, 0.6, 0.6], [1.0, -0.4, -0.1], [0.6, 0.4, -0.4], [-0.6, 2.1, 1.0], [-1.2, -0.9, 0.3], [-0.4, 0.0, 1.6], [-0.6, 0.5, 0.7], [-0.1, 0.0, -0.7], [1.2, 0.0, -0.1], [0.3, 0.7, -0.7], [0.9, -1.9, 0.7], [0.6, 0.6, 1.6], [0.3, 0.0, 0.0], [-2.1, -2.1, 3.4], [0.2, -0.4, -0.5], [1.2, 2.7, -1.7], [0.3, -1.4, 0.8]], "energy_ev": -27068.0139, "homo_energy_ev": -10.48, "smiles": "CCC[C@@]1(C(C)(C)C)OS1(=O)=O.N", "charge": 0, "spin_multiplicity": 1, "orbital_gap_ev": 11.04}

No. 3
{"formula": "C28H50BrCl20NO4P", "method": "ωB97M-V with the def2-TZVPD basis set", "species": ["C", "C", "O", "C", "C", "N", "P", "O", "Br", "C", "C", "C", "C", "O", "O", "H", "H", "H", "H", "H", "H", "H", "H", "H", "H", "Cl", "C", "C", "Cl", "H", "H", "H", "H", "Cl", "C", "C", "Cl", "H", "H", "H", "H", "Cl", "C", "C", "Cl", "H", "H", "H", "H", "Cl", "C", "C", "Cl", "H", "H", "H", "H", "Cl", "C", "C", "Cl", "H", "H", "H", "H", "Cl", "C", "C", "Cl", "H", "H", "H", "H", "Cl", "C", "C", "Cl", "H", "H", "H", "H", "Cl", "C", "C", "Cl", "H", "H", "H", "H", "Cl", "C", "C", "Cl", "H", "H", "H", "H", "Cl", "C", "C", "Cl", "H", "H", "H", "H"], "xyz": [[4.3647, -2.1803, 0.3516], [3.5402, -2.1676, -0.9344], [2.2305, -1.5303, -0.7506], [2.1219, -0.2839, -1.2332], [3.0173, 0.7306, -0.9097], [2.8255, 1.9753, -1.3796], [4.0205, 3.2892, -0.8770], [3.9869, 3.0812, 0.7222], [5.9852, 2.4974, -1.5580], [1.7948, 2.3058, -2.1676], [0.8778, 1.3404, -2.5412], [1.0509, 0.0513, -2.0645], [0.0861, -1.0520, -2.4355], [0.1320, -1.5999, -3.4815], [-0.8247, -1.3757, -1.4995], [5.3867, -1.8710, 0.1435], [4.3526, -3.1670, 0.8014], [3.9572, -1.4511, 1.0532], [3.3245, -3.1704, -1.2903], [4.0462, -1.6455, -1.7464], [3.8551, 0.4806, -0.2728], [3.0387, 3.0415, 0.9560], [1.6868, 3.3150, -2.5258], [0.0263, 1.5702, -3.1631], [-0.4065, -1.2269, -0.6375], [-2.0863, 3.6603, 1.3297], [-0.6421, 4.5136, 1.9383], [0.1485, 5.1471, 0.8278], [0.9235, 3.8992, -0.2130], [-0.0409, 3.8007, 2.4997], [-0.9946, 5.2745, 2.6245], [0.9492, 5.7586, 1.2386], [-0.4699, 5.7764, 0.1937], [-3.9842, -3.4683, -6.3579], [-2.3803, -3.7491, -5.6348], [-1.3404, -4.0912, -6.6694], [-1.6189, -5.6892, -7.4092], [-2.4791, -4.5388, -4.8943], [-2.0972, -2.8308, -5.1228], [-0.3580, -4.1265, -6.1996], [-1.3143, -3.3518, -7.4664], [-6.7413, 1.5021, 5.4413], [-6.2790, 2.7821, 4.2850], [-5.1241, 2.3725, 3.4077], [-3.6014, 2.2340, 4.3212], [-6.0492, 3.6799, 4.8533], [-7.1552, 2.9797, 3.6697], [-4.9635, 3.1259, 2.6369], [-5.3134, 1.4187, 2.9208], [3.6303, -6.8568, -8.0631], [2.4035, -5.5728, -8.2026], [1.7296, -5.5685, -9.5489], [2.8348, -5.0697, -10.8595], [2.8901, -4.6216, -7.9981], [1.6599, -5.7578, -7.4279], [0.9050, -4.8562, -9.5420], [1.3320, -6.5493, -9.7972], [-2.1977, 6.0430, 5.4462], [-0.8037, 6.9329, 6.1123], [-0.0056, 7.6108, 5.0303], [0.8218, 6.4172, 3.9885], [-0.1952, 6.2300, 6.6758], [-1.1957, 7.6793, 6.8008], [0.7642, 8.2410, 5.4716], [-0.6344, 8.2308, 4.3970], [-1.5431, 1.9195, 7.0823], [-1.8739, 0.3708, 7.9184], [-2.5311, -0.6120, 6.9849], [-4.1601, -0.0900, 6.5077], [-2.4890, 0.5897, 8.7870], [-0.9229, -0.0316, 8.2638], [-2.6203, -1.5853, 7.4652], [-1.9471, -0.7309, 6.0745], [8.3621, -1.9944, 0.4570], [9.0386, -1.4984, -1.1154], [8.0385, -0.7245, -1.9322], [6.6794, -1.7430, -2.4841], [9.3746, -2.3913, -1.6361], [9.9048, -0.8724, -0.9087], [8.5151, -0.3289, -2.8277], [7.6241, 0.1062, -1.3655], [4.0900, 1.3616, 5.8496], [2.6723, 2.4238, 6.0354], [1.6939, 2.2629, 4.9039], [2.3462, 2.8851, 3.3547], [3.0268, 3.4486, 6.1140], [2.1882, 2.1522, 6.9719], [0.7878, 2.8285, 5.1146], [1.4201, 1.2216, 4.7575], [-11.1747, 1.0788, 9.8158], [-10.2436, 1.7346, 8.4456], [-8.8127, 2.0259, 8.8159], [-8.6748, 3.3897, 9.9563], [-10.7518, 2.6277, 8.0910], [-10.2704, 0.9852, 7.6559], [-8.2510, 2.3011, 7.9250], [-8.3344, 1.1608, 9.2685], [-0.2894, -9.7264, -13.2415], [-1.2249, -8.2832, -12.7807], [-0.5042, -7.4420, -11.7595], [-0.3935, -8.2555, -10.1741], [-2.1928, -8.6133, -12.4119], [-1.3803, -7.7013, -13.6876], [-1.0473, -6.5111, -11.6002], [0.5058, -7.1989, -12.0833]], "forces_ev_per_a": [[-0.3, 0.4, -0.3], [0.2, 0.0, 0.1], [-0.1, 0.0, -0.4], [0.3, 0.6, 0.2], [-0.7, -0.9, -0.2], [1.0, -0.5, 0.3], [0.0, 1.7, -0.5], [0.0, -0.7, -0.8], [-0.5, -0.3, 0.5], [-0.3, -0.7, -0.9], [0.3, -0.2, 0.4], [-0.4, -0.3, 0.1], [-0.1, -0.2, 0.5], [0.0, -0.1, -1.0], [0.6, 0.1, 0.2], [0.1, -0.2, 0.0], [0.1, 0.0, 0.2], [-0.1, -0.1, 0.1], [-0.1, 0.0, 0.0], [0.0, 0.1, 0.1], [0.2, 0.5, 0.0], [0.1, 0.1, 0.5], [0.4, 0.1, 0.1], [0.1, 0.2, -0.1], [-0.5, 0.1, 0.2], [0.1, -0.1, -0.2], [-0.2, -0.2, 0.0], [0.0, 0.3, 0.3], [-0.5, 0.5, 0.6], [-0.1, 0.0, -0.1], [-0.1, 0.1, -0.1], [0.1, -0.1, 0.0], [0.0, -0.2, -0.2], [0.0, 0.0, 0.0], [0.0, 0.1, 0.1], [0.1, 0.0, 0.0], [0.0, 0.0, -0.1], [0.0, 0.0, -0.1], [0.0, 0.0, 0.0], [0.0, 0.0, 0.1], [-0.1, 0.0, 0.0], [-0.1, 0.1, -0.1], [-0.1, 0.1, 0.0], [0.0, 0.0, -0.2], [0.0, 0.2, -0.1], [0.1, -0.1, 0.1], [0.0, 0.0, 0.0], [0.0, 0.0, 0.0], [0.0, 0.0, 0.1], [0.0, 0.0, 0.0], [-0.1, 0.1, 0.1], [-0.1, 0.0, 0.0], [0.0, 0.0, 0.0], [0.1, 0.0, -0.1], [0.0, -0.1, -0.1], [0.0, 0.0, 0.0], [0.2, 0.1, 0.1], [0.0, -0.1, 0.0], [0.0, 0.0, 0.1], [0.0, 0.2, 0.1], [0.3, 0.1, 0.2], [0.0, 0.0, 0.0], [0.0, 0.0, 0.0], [0.0, -0.1, 0.0], [0.0, -0.1, -0.1], [0.1, 0.0, 0.1], [0.1, -0.1, 0.0], [0.0, -0.1, -0.1], [0.0, -0.3, 0.3], [-0.1, 0.1, -0.1], [0.0, 0.1, -0.1], [0.0, 0.0, 0.1], [0.0, 0.0, 0.0], [0.0, 0.0, 0.0], [0.1, 0.0, 0.0], [0.1, 0.2, -0.1], [0.0, 0.0, 0.0], [-0.1, 0.0, 0.0], [0.0, 0.0, 0.0], [0.0, -0.1, 0.0], [0.0, -0.1, 0.0], [0.0, 0.0, 0.0], [0.1, 0.1, 0.0], [-0.3, -0.1, 0.2], [0.1, 0.0, 0.1], [0.0, 0.0, -0.1], [-0.1, 0.0, 0.0], [0.0, 0.1, 0.0], [0.1, 0.0, -0.1], [0.0, 0.0, 0.0], [0.0, 0.0, -0.1], [0.1, 0.0, -0.1], [0.0, 0.0, 0.0], [0.0, 0.0, 0.1], [0.0, 0.0, 0.0], [0.0, 0.0, 0.0], [-0.1, 0.0, 0.1], [0.0, 0.0, 0.0], [-0.1, 0.0, -0.1], [0.0, 0.2, 0.0], [-0.1, -0.2, 0.0], [0.0, 0.0, 0.0], [0.0, 0.0, 0.0], [-0.1, 0.0, 0.0], [0.0, -0.1, 0.0]], "energy_ev": -369303.9302, "homo_energy_ev": -11.65, "charge": 1, "spin_multiplicity": 1, "orbital_gap_ev": 7.35}